# 1
The following is a quantum chemistry calculation of 8 unconnected molecules or ions with the total composition C34H41F12N3O8 in a non-equilibrium geometry, from OMol25.

Computed properties:
E_HOMO in eV: -8.1
SMILES string: CCOC(=O)C(F)(F)F.CCOC(=O)C(F)(F)F.CCOC(=O)C(F)(F)F.CCOC(=O)C(F)(F)F.c1cc[nH]c1.c1cc[nH]c1.c1cc[nH]c1.c1ccccc1
Relative energy (zero: lowest compared OMol25 entry of this formula, charge and spin) in kcal per mole: 12.90
Spin multiplicity: 1
Kohn-Sham gap in eV: 8.41

```
98
Properties=species:S:1:pos:R:3:mulliken_charge:R:1
N 1.62 -2.12 0.66 -0.021
C 0.67 -2.11 -0.37 -0.527
C 0.43 -0.81 -0.69 -0.418
C 1.13 0.01 0.21 -0.321
C 1.96 -0.85 0.95 -0.529
H 2.20 -2.91 0.91 0.238
H 0.26 -3.06 -0.67 0.401
H -0.28 -0.40 -1.39 0.400
H 1.08 1.09 0.23 0.394
H 2.72 -0.64 1.69 0.386
N 2.25 0.34 -8.49 -0.032
C 3.64 0.42 -8.64 -0.443
C 4.11 0.15 -7.39 -0.330
C 3.05 -0.14 -6.53 -0.499
C 1.89 0.08 -7.20 -0.397
H 1.63 0.62 -9.24 0.203
H 4.08 0.69 -9.59 0.357
H 5.16 0.14 -7.16 0.374
H 3.15 -0.58 -5.54 0.386
H 0.83 0.00 -6.99 0.380
N 4.21 6.33 1.71 -0.009
C 4.21 7.40 2.59 -0.687
C 4.87 6.86 3.68 -0.232
C 5.19 5.52 3.55 -0.440
C 4.78 5.31 2.31 -0.299
H 4.03 6.42 0.73 0.229
H 3.88 8.41 2.38 0.351
H 5.27 7.39 4.53 0.343
H 5.75 4.83 4.17 0.377
H 4.77 4.38 1.75 0.367
C 4.35 -3.02 8.34 -0.222
C 4.41 -1.67 8.02 -0.400
C 3.45 -1.19 7.16 -0.315
C 2.44 -1.95 6.77 -0.387
C 2.39 -3.32 7.10 -0.291
C 3.38 -3.85 7.91 -0.441
H 5.17 -3.42 8.94 0.317
H 5.12 -0.98 8.46 0.359
H 3.44 -0.12 6.99 0.333
H 1.64 -1.47 6.22 0.349
H 1.52 -3.87 6.77 0.347
H 3.46 -4.92 8.07 0.352
C -7.39 -1.48 -6.36 -1.127
C -6.39 -1.77 -5.20 -0.182
O -6.18 -0.55 -4.50 -0.295
C -5.69 0.55 -5.11 0.436
O -5.10 0.44 -6.19 -0.529
C -5.64 1.87 -4.32 0.804
F -6.08 2.87 -5.05 -0.237
F -6.48 1.77 -3.25 -0.242
F -4.36 2.16 -4.02 -0.226
H -7.00 -1.00 -7.25 0.324
H -8.24 -0.85 -6.10 0.337
H -7.83 -2.41 -6.71 0.369
H -5.49 -2.32 -5.47 0.284
H -6.86 -2.44 -4.47 0.283
C 8.55 -6.85 -2.52 -1.190
C 7.42 -5.83 -2.23 -0.155
O 7.89 -4.50 -2.15 -0.274
C 7.63 -3.76 -1.03 0.377
O 7.13 -4.18 0.00 -0.524
C 8.28 -2.35 -1.05 0.850
F 8.12 -1.73 -2.29 -0.236
F 7.89 -1.61 0.01 -0.208
F 9.61 -2.53 -0.94 -0.234
H 9.18 -6.63 -3.38 0.309
H 8.20 -7.88 -2.54 0.367
H 9.26 -6.88 -1.70 0.339
H 6.91 -6.27 -1.38 0.296
H 6.74 -5.85 -3.08 0.282
C -5.11 -1.31 2.62 -1.214
C -4.48 -2.62 2.28 -0.175
O -5.36 -3.62 2.64 -0.241
C -5.56 -4.68 1.76 0.408
O -5.05 -4.76 0.67 -0.513
C -6.28 -5.95 2.35 0.836
F -6.36 -5.76 3.62 -0.230
F -7.50 -5.98 1.89 -0.235
F -5.59 -7.12 2.09 -0.237
H -6.01 -1.01 2.08 0.332
H -4.36 -0.52 2.55 0.371
H -5.42 -1.32 3.66 0.295
H -3.54 -2.57 2.82 0.246
H -4.14 -2.69 1.24 0.353
C -7.72 6.77 0.69 -1.092
C -6.85 7.29 1.86 -0.241
O -5.55 6.89 1.50 -0.231
C -4.59 6.83 2.40 0.428
O -4.86 6.80 3.58 -0.553
C -3.13 6.76 1.86 0.836
F -2.43 7.70 2.51 -0.264
F -2.60 5.61 2.12 -0.221
F -3.09 7.16 0.62 -0.235
H -8.81 6.83 0.81 0.390
H -7.53 5.70 0.62 0.290
H -7.60 7.29 -0.26 0.299
H -7.16 6.90 2.83 0.309
H -6.73 8.37 1.91 0.284
```

***

# 2
The following is a quantum chemistry calculation of a molecular structure, C34H41InN7O8STe, from OMol25.

Computed properties:
E_HOMO in eV: -5.0
Charge: -1
Relative energy (zero: lowest compared OMol25 entry of this formula, charge and spin) in kcal per mole: 0.00
Spin multiplicity: 1
Kohn-Sham gap in eV: 7.54

```
93
Properties=species:S:1:pos:R:3:mulliken_charge:R:1
In 0.11 -0.69 0.00 2.389
C 1.11 -3.81 -3.26 -0.743
O -0.14 -4.39 -2.91 -0.505
C -0.31 -4.75 -1.59 0.461
C -0.84 -5.99 -1.33 -0.522
C -1.12 -6.40 -0.03 -0.822
C -0.85 -5.53 1.01 -1.050
C -0.34 -4.25 0.77 1.115
C -0.06 -3.40 1.92 -1.267
N 0.20 -2.15 1.83 0.901
N 0.53 -1.48 3.00 -1.106
C 1.29 -0.46 2.68 -0.198
O 1.72 -0.21 1.50 -0.562
C 1.64 0.51 3.76 0.450
C 1.27 0.30 5.08 -0.359
C 1.57 1.25 6.04 -0.625
C 2.23 2.42 5.69 -0.368
C 2.60 2.63 4.37 -0.736
C 2.31 1.68 3.40 -0.191
C -0.07 -3.82 -0.55 -0.118
O 0.36 -2.63 -0.86 -0.214
H 1.30 -4.10 -4.30 0.302
H 1.09 -2.73 -3.17 0.214
H 1.91 -4.21 -2.63 0.319
H -1.04 -6.65 -2.18 0.466
H -1.54 -7.38 0.17 0.375
H -1.05 -5.82 2.03 0.416
H -0.02 -3.86 2.91 0.317
H 0.74 -0.61 5.33 0.453
H 1.27 1.09 7.07 0.385
H 2.45 3.17 6.44 0.381
H 3.11 3.55 4.09 0.404
H 2.57 1.83 2.36 0.374
C 0.44 5.06 0.74 -1.046
N -0.17 3.76 0.96 0.688
C -1.28 3.60 1.71 -0.025
C -1.86 2.40 1.91 -1.432
C -1.28 1.29 1.22 0.971
O -1.68 0.10 1.29 -0.837
N -0.21 1.50 0.43 0.579
C 0.46 2.67 0.34 -1.040
O 1.54 2.81 -0.20 -0.716
H -0.19 5.82 1.20 0.388
H 0.53 5.23 -0.33 0.252
H 1.44 5.09 1.17 0.256
H -1.67 4.51 2.15 0.379
H -2.74 2.28 2.51 0.513
C -2.61 3.82 -3.64 -1.239
S -1.66 3.04 -2.34 1.396
O -2.56 2.98 -1.19 -0.653
O -1.32 1.72 -2.89 -0.630
O -0.49 3.89 -2.14 -0.682
H -3.47 3.20 -3.87 0.296
H -1.97 3.93 -4.51 0.301
H -2.93 4.80 -3.28 0.331
C -3.77 0.03 -1.64 -0.596
Te -1.99 -1.09 -2.00 0.058
C -3.09 -2.48 -0.78 -0.244
C -4.52 -2.29 -1.23 0.124
C -5.46 -3.30 -1.25 -0.632
C -6.76 -3.04 -1.68 -0.560
C -7.10 -1.76 -2.09 -0.587
C -6.16 -0.75 -2.07 -0.549
C -4.86 -1.00 -1.64 0.489
H -3.88 0.79 -2.40 0.237
H -3.64 0.53 -0.68 0.255
H -2.96 -2.13 0.24 0.350
H -2.74 -3.51 -0.86 0.144
H -5.18 -4.30 -0.94 0.476
H -7.49 -3.84 -1.71 0.385
H -8.11 -1.56 -2.43 0.382
H -6.42 0.25 -2.40 0.467
C 4.20 -1.56 -3.13 -1.212
N 3.47 -0.95 -2.03 0.238
C 3.43 -1.73 -0.81 -0.659
C 2.53 0.01 -2.27 0.993
N 1.43 0.08 -1.61 0.527
N 2.85 0.92 -3.27 0.096
C 4.16 1.54 -3.21 -1.173
C 1.80 1.86 -3.69 -1.244
H 3.85 -2.59 -3.29 0.303
H 5.27 -1.60 -2.91 0.328
H 4.04 -1.00 -4.04 0.395
H 4.44 -2.07 -0.59 0.408
H 2.77 -2.60 -0.90 0.138
H 3.08 -1.12 0.02 -0.066
H 0.99 0.98 -1.76 -0.757
H 4.91 0.85 -2.83 0.437
H 4.14 2.42 -2.56 0.282
H 4.46 1.85 -4.21 0.327
H 0.86 1.34 -3.86 0.290
H 2.13 2.32 -4.62 0.356
H 1.62 2.64 -2.94 0.410
```

***

# 3
The following is a quantum chemistry calculation of a molecular structure, C34H42BBrCdN6O2P2S2 in a non-equilibrium geometry, from OMol25.

Computed properties:
E_HOMO in eV: -7.4
Relative energy (zero: lowest compared OMol25 entry of this formula, charge and spin) in kcal per mole: 3.62
Spin multiplicity: 1
Kohn-Sham gap in eV: 7.15

```
91
Properties=species:S:1:pos:R:3:mulliken_charge:R:1
Cd 0.83 -0.31 -0.50 2.899
O -0.88 -4.05 -2.70 -0.724
C -2.06 -4.12 -2.04 0.093
C -2.98 -5.10 -2.43 -0.700
C -4.20 -5.19 -1.80 -0.374
C -4.53 -4.32 -0.77 -0.909
C -3.62 -3.35 -0.39 -0.505
C -2.38 -3.24 -1.00 -0.401
C -1.43 -2.14 -0.58 0.777
O -0.33 -1.95 -1.35 -0.478
N -0.97 -2.38 0.81 0.000
N -0.14 -1.47 1.29 -0.204
C 0.08 -1.35 2.55 -0.631
C 1.09 -0.48 3.10 0.407
Br 2.32 0.27 1.83 -0.441
C 1.31 -0.21 4.39 -0.888
C 0.42 -0.55 5.51 0.483
C 0.97 -0.88 6.75 -0.540
C 0.15 -1.14 7.84 -0.553
C -1.23 -1.06 7.71 -0.427
C -1.79 -0.72 6.48 -0.745
C -0.97 -0.47 5.39 -0.218
H -0.43 -3.24 -2.32 0.356
H -2.71 -5.76 -3.24 0.441
H -4.91 -5.95 -2.11 0.374
H -5.49 -4.38 -0.28 0.407
H -3.88 -2.65 0.40 0.351
H -2.02 -1.20 -0.51 -0.342
H -1.58 -2.89 1.44 0.468
H -0.46 -1.97 3.26 0.678
H 2.20 0.34 4.65 0.429
H 2.04 -0.94 6.86 0.419
H 0.59 -1.40 8.79 0.376
H -1.87 -1.25 8.56 0.382
H -2.86 -0.64 6.38 0.398
H -1.40 -0.17 4.45 0.427
C 3.61 2.94 1.22 -1.076
N 4.11 2.29 0.02 0.400
C 5.42 1.98 -0.24 -0.707
C 5.45 1.39 -1.45 -0.541
N 4.17 1.34 -1.94 0.355
B 3.79 0.89 -3.38 -0.108
N 3.10 -0.53 -3.39 0.612
C 2.74 -1.07 -4.60 -0.934
C 2.36 -2.35 -4.40 -0.356
N 2.47 -2.60 -3.05 0.273
C 2.22 -3.86 -2.39 -0.940
C 2.92 -1.46 -2.45 -0.160
S 3.16 -1.36 -0.74 -0.511
C 3.35 1.89 -1.03 -1.171
S 1.66 2.11 -1.13 0.141
H 4.29 3.74 1.50 0.379
H 3.53 2.22 2.04 0.459
H 2.63 3.35 1.00 0.270
H 6.21 2.19 0.46 0.484
H 6.28 1.02 -2.02 0.497
H 4.82 0.77 -3.99 -0.194
H 3.03 1.68 -3.86 -0.075
H 2.80 -0.50 -5.51 0.529
H 2.00 -3.10 -5.09 0.509
H 1.54 -4.45 -2.99 0.389
H 1.78 -3.66 -1.41 0.258
H 3.16 -4.40 -2.24 0.290
C -3.48 3.04 1.64 -1.400
P -2.00 2.14 0.98 0.815
C -0.76 2.70 2.23 -0.838
C -1.57 3.25 -0.43 0.642
C -1.47 4.63 -0.28 -0.468
C -1.20 5.45 -1.36 -0.942
C -1.06 4.90 -2.62 -0.786
C -1.16 3.53 -2.80 -0.552
C -1.39 2.69 -1.72 -0.378
P -1.37 0.85 -1.89 1.270
C -3.18 0.59 -2.13 -1.491
C -0.79 0.61 -3.61 -1.435
H -3.25 4.08 1.86 0.380
H -3.81 2.54 2.55 0.436
H -4.28 2.99 0.90 0.366
H -0.80 3.79 2.37 0.516
H 0.23 2.42 1.89 -0.169
H -0.96 2.21 3.18 0.339
H -1.60 5.08 0.70 0.207
H -1.10 6.52 -1.22 0.394
H -0.87 5.54 -3.48 0.401
H -1.04 3.12 -3.80 0.324
H -3.56 1.31 -2.85 0.442
H -3.70 0.72 -1.17 0.303
H -3.35 -0.43 -2.49 0.457
H -1.50 0.98 -4.35 0.540
H -0.66 -0.47 -3.75 0.096
H 0.18 1.09 -3.74 0.370
```